The following is a quantum chemistry calculation of 3 unconnected molecules or ions with the total composition C17H33ClN2O6, from the Open Molecules 2025 dataset.

XYZ file:
```
59
Properties=species:S:1:pos:R:3:forces:R:3
H -1.93043 1.38060 -1.36061 0.1 0.0 -0.1
C 5.61554 0.36223 -5.09930 0.0 0.0 0.0
H -0.71469 0.05612 3.63740 0.1 -0.1 0.0
H 0.27619 -2.35488 1.01286 -0.1 0.1 -0.1
H -2.82144 -3.60140 2.80179 0.1 0.0 0.0
H -6.70586 2.21476 3.88678 0.0 0.0 0.0
H 1.48447 -1.15635 1.52796 0.0 -0.1 -0.1
C 0.51326 -1.28616 1.03248 -0.1 0.2 0.0
C -5.97604 1.49155 4.25199 0.0 0.0 0.0
C 4.98862 0.24484 -3.73073 0.0 0.0 -0.1
H -0.54068 1.27954 -2.43032 0.2 0.1 0.1
H -1.04529 -3.61469 2.68179 -0.1 0.0 0.0
C -4.73146 1.50048 3.39537 0.0 0.0 0.0
H -3.49844 4.22717 4.60970 0.0 0.0 0.0
H -4.46656 4.71329 3.21018 0.0 0.0 0.0
C -0.63065 -0.88896 3.08948 -0.1 0.1 0.2
N 6.69554 1.18264 -5.21712 0.0 0.0 0.1
C -4.32088 3.93091 3.95667 0.1 -0.1 -0.1
C 2.71973 0.18791 -0.69377 0.5 0.3 0.2
H 7.07110 1.22110 -6.15113 0.0 0.0 0.0
C -1.94575 -3.00973 2.52957 0.1 0.2 -0.1
H -0.36658 -1.42367 -2.92004 0.0 0.0 0.0
O -0.46704 -0.54113 1.71815 0.1 0.0 0.0
O -4.35547 0.50897 2.79191 -0.1 0.0 0.0
H -2.89385 -2.38818 -1.54818 0.1 -0.1 0.0
H -1.76807 -3.35821 -2.53130 -0.1 0.0 0.0
C 1.57977 -1.58394 -1.25612 0.0 0.3 -0.1
O 2.87072 -1.16741 -0.80442 -0.1 0.1 -0.5
Cl 1.42718 -3.32150 -1.19296 0.1 -0.1 0.2
H -2.01879 -2.79176 1.46006 0.0 0.0 0.1
H -0.34137 1.76508 -0.71781 0.0 0.0 -0.1
H 8.37937 1.67742 -4.06498 0.0 0.0 0.1
C 7.33580 1.97405 -4.18568 0.0 0.0 -0.2
H -3.21545 2.60052 2.72912 0.0 0.0 0.0
H -1.91685 -1.95862 4.40271 0.0 0.1 0.0
O 5.18540 -0.24218 -6.06724 0.0 0.0 0.0
O 1.47724 0.46527 -0.27948 -0.4 0.1 -0.5
H 4.14798 -0.43885 -3.79877 0.0 0.0 0.0
H -1.93170 -0.68044 -2.75710 0.1 0.0 -0.1
H 0.26313 -1.40612 3.46503 0.0 0.0 -0.1
H -6.40955 0.49773 4.20630 0.0 0.0 0.0
H -2.76454 -1.09841 3.10759 0.1 0.0 0.1
H -1.50782 -0.55308 -0.24253 0.2 0.0 0.1
H 1.50763 -1.29850 -2.30849 -0.1 -0.1 0.1
C -1.84075 -2.57762 -1.77406 0.1 0.3 0.2
H 4.63181 1.21134 -3.37705 0.0 0.0 0.1
H 6.82854 1.83725 -3.23668 0.0 0.0 0.0
C -0.75717 -0.38128 -1.01488 0.0 0.4 -0.4
H -5.22287 3.85519 4.55429 0.0 0.0 0.0
N -4.03241 2.66280 3.31663 0.0 0.0 0.0
H 7.30721 3.03488 -4.44118 0.0 0.0 0.1
H -1.38830 -2.94821 -0.85225 0.0 -0.1 -0.1
H 5.70192 -0.14745 -3.00595 0.0 0.1 0.1
C -1.17940 -1.25814 -2.21085 -0.4 -0.1 0.2
H -5.73698 1.72791 5.28938 0.0 0.0 0.0
C -0.87071 1.10946 -1.40216 -0.4 -0.2 0.1
C -1.88714 -1.70965 3.33570 0.0 -0.3 -0.1
O 3.56792 0.99178 -0.93344 -0.3 -0.4 0.4
C 0.62487 -0.72629 -0.39433 0.3 -0.4 0.5
```
Forces are in eV/Å.

## Properties
Maximum force (eV/Å): 0.708
SMILES: CCCOC[C@@]1([C@@H](C)CC)OC(=O)O[C@H]1Cl.CNC(C)=O.CNC(C)=O
Highest occupied orbital energy (eV): -9.3

---

The following is a quantum chemistry calculation of C18H20N2O2 in the gas phase, from the Open Molecules 2025 dataset.

XYZ file:
```
42
Properties=species:S:1:pos:R:3:forces:R:3
C 0.16429 -2.67319 -1.16503 0.6 0.4 0.3
H -6.02086 2.42795 1.34277 0.0 0.0 -0.1
C 2.49451 -2.11697 -0.66774 0.2 0.1 0.1
C -1.89374 0.16664 -0.63951 -0.3 0.2 0.1
H 1.87935 0.96457 -0.54481 -0.1 0.1 0.1
C -1.77779 1.44492 -1.18712 -0.1 -0.1 0.1
H -5.02420 0.41730 0.61678 -0.1 0.0 0.0
H -0.89217 1.71956 -1.74191 0.1 0.0 0.0
H 3.60690 1.89320 0.61044 0.0 0.0 0.1
C -3.08209 -0.18202 -0.00726 0.3 0.0 -0.1
C 1.07041 0.59602 0.09612 0.3 0.2 0.5
C -0.83480 -0.82912 -0.75964 0.2 -0.4 -0.1
C 1.84156 -4.32364 -1.43505 0.0 -0.2 -0.1
H 5.87472 1.83365 1.63911 0.1 0.1 0.0
H -2.73070 3.34003 -1.49417 0.0 0.1 -0.1
H -6.68554 1.87021 -0.21967 0.0 0.0 0.0
C 1.63706 0.31667 1.50934 -0.3 0.1 0.0
H -3.18493 -1.17987 0.38943 0.0 -0.1 0.0
H 1.20419 -0.61219 1.89172 -0.1 0.1 0.0
C -3.98804 2.00585 -0.40768 0.1 0.0 -0.1
C 3.79070 1.31655 1.52994 0.2 0.1 0.0
O 3.02677 0.12813 1.53949 0.3 -0.1 0.0
H 3.24607 -1.42278 -0.32748 0.1 0.0 0.0
C 2.81509 -3.41296 -1.01806 0.1 0.0 0.0
H 3.50127 1.94730 2.38572 0.0 0.0 -0.1
C 0.51059 -3.97422 -1.51390 0.0 0.1 0.0
C -2.80819 2.35132 -1.06988 -0.2 0.1 0.1
H 2.14489 -5.32649 -1.69876 0.0 -0.1 0.0
H 3.84542 -3.73353 -0.96771 0.1 0.0 0.0
C 5.26008 0.93811 1.62278 -0.4 0.0 0.0
N 0.49499 -0.57740 -0.50211 -0.3 -0.1 -0.2
C -6.16028 2.68549 0.28779 -0.2 -0.1 0.1
H 1.35685 1.13813 2.18463 0.0 -0.1 0.0
H -6.75381 3.59552 0.21570 0.0 -0.1 0.0
C -4.11952 0.72311 0.11558 -0.3 0.2 0.0
H -0.24531 -4.67382 -1.83282 -0.1 -0.1 0.0
H 5.54106 0.32729 0.76929 0.1 0.0 -0.1
N -1.05690 -2.05587 -1.14638 -0.6 0.1 -0.1
H 0.29328 1.35904 0.16045 0.2 -0.1 -0.1
H 5.43521 0.36475 2.52859 0.1 0.0 0.1
O -4.93520 2.97995 -0.33891 0.4 0.0 -0.2
C 1.15882 -1.75720 -0.75009 -0.2 -0.6 -0.3
```
Forces are in eV/Å.

## Properties
Energy above the lowest of the compared OMol25 structures with the same formula, charge and spin (eV): 1.851
Maximum force (eV/Å): 0.776
SMILES: CCOCCn1c(-c2ccc(OC)cc2)nc2ccccc21
Highest occupied orbital energy (eV): -7.9

---

The following is a quantum chemistry calculation of 3 unconnected molecules or ions with the total composition C2H10NO3 at a distorted geometry, from the Open Molecules 2025 dataset.

XYZ file:
```
16
Properties=species:S:1:pos:R:3:forces:R:3
H -0.27869 2.11084 -0.38641 1.7 -1.5 -1.5
C 0.81763 0.13798 -0.31502 1.0 1.7 2.3
N 0.37559 1.32027 -2.35723 -1.1 0.2 -1.8
H 1.57961 2.12312 -0.61027 -1.8 -0.8 -1.7
H -2.68712 0.17995 1.67486 -2.4 0.8 -2.2
H -0.38490 -3.24309 1.92575 -0.5 0.1 0.1
C 0.59648 1.52217 -0.97268 0.4 1.2 3.4
H 0.72903 0.35830 -2.54354 -0.7 1.1 -0.2
H 0.14247 -2.27622 0.82024 0.0 0.2 0.7
O 0.40228 -3.00315 1.44820 0.4 0.0 -0.8
O -0.20769 -0.44293 0.30448 -1.6 -1.2 -0.1
H 1.40825 -0.47642 -1.03309 -0.2 -0.1 -0.2
H -1.24226 -0.08037 1.72781 -2.0 -0.2 1.8
O -2.15263 -0.03274 2.38156 4.9 -0.7 -0.1
H -0.65403 1.33179 -2.50489 1.2 -0.3 -0.2
H 1.55598 0.47049 0.44024 0.7 -0.6 0.4
```
Forces are in eV/Å.

## Properties
Energy above the lowest of the compared OMol25 structures with the same formula, charge and spin (eV): 1.602
Net charge: -1
Maximum force (eV/Å): 4.957
Highest occupied orbital energy (eV): -3.5

---

The following is a quantum chemistry calculation of C3H7NO in the gas phase, from the Open Molecules 2025 dataset.

XYZ file:
```
12
Properties=species:S:1:pos:R:3:forces:R:3
C -0.52816 0.57536 0.09011 -0.1 0.0 0.1
H -1.03856 1.08386 0.91329 0.0 -0.2 -0.1
H 0.83005 2.02279 -0.93626 -0.2 -0.1 0.2
H 1.52345 0.45852 -0.47810 0.2 0.3 -0.1
H 1.22883 1.67446 0.76249 0.0 -0.1 -0.2
C -0.18950 -0.86132 0.47809 0.2 0.1 0.0
C 0.83606 1.24594 -0.16423 0.2 0.0 0.0
N -0.45242 -1.81433 -0.47155 0.0 0.0 0.0
H 0.04059 -2.69373 -0.41517 -0.2 0.1 0.2
H -0.96699 -1.61910 -1.31390 0.2 0.1 0.1
H -1.18037 0.60581 -0.79188 0.2 0.0 0.2
O 0.41743 -1.12262 1.50081 -0.3 0.0 -0.3
```
Forces are in eV/Å.

## Properties
Energy above the lowest of the compared OMol25 structures with the same formula, charge and spin (eV): 0.193
Maximum force (eV/Å): 0.390
SMILES: CCC(N)=O
Highest occupied orbital energy (eV): -9.8

---

The following is a quantum chemistry calculation of a gas-phase ion, C3H8N2O3PS (charge +1) at a distorted geometry, from the Open Molecules 2025 dataset.

XYZ file:
```
18
Properties=species:S:1:pos:R:3:forces:R:3
H -1.23137 -2.28373 -0.88322 1.0 0.1 0.4
C -0.03683 -0.90707 -0.41065 2.4 -0.6 -0.7
O -2.84127 0.06135 1.80577 0.3 0.4 -1.0
H -0.26162 0.75032 0.19927 0.9 4.0 0.6
P -2.47258 -0.26222 0.28160 -2.8 -2.0 1.1
H 2.81364 0.25474 1.10446 -1.0 0.3 -0.4
H -3.15268 -0.64157 2.40916 0.2 0.1 -0.6
N 1.50360 1.00620 -0.55927 1.0 -0.4 1.0
O -2.66890 -1.71443 -0.03824 0.3 1.4 -0.4
O -0.21375 -2.08295 -0.89334 -2.3 0.6 0.3
C 1.75682 0.39591 0.77719 1.5 -0.9 -0.7
H 1.98650 -1.24040 -0.88780 0.2 1.1 0.2
H 2.44221 1.17820 -0.92200 -0.4 0.4 -0.4
H -4.41308 0.89558 -1.48642 -0.3 -1.0 0.3
S -3.27275 1.26674 -0.91366 1.4 0.7 0.5
C 1.36852 -0.43757 -0.44495 0.0 -1.3 0.7
H 1.05746 0.56657 1.59181 0.0 0.0 -0.3
N -0.81546 -0.02026 0.15379 -2.6 -2.9 -0.8
```
Forces are in eV/Å.

## Properties
Energy above the lowest of the compared OMol25 structures with the same formula, charge and spin (eV): 0.000
Net charge: +1
Maximum force (eV/Å): 4.160
Highest occupied orbital energy (eV): -14.4

---

The following is a quantum chemistry calculation of C5H8N2S in the gas phase at a distorted geometry, from the Open Molecules 2025 dataset.

XYZ file:
```
16
Properties=species:S:1:pos:R:3:forces:R:3
H -1.17290 1.70987 -1.22172 0.0 -0.3 0.0
N 0.52856 -0.11354 0.34138 0.9 0.5 -0.2
C -0.40146 -1.38411 1.67659 -0.4 0.2 0.1
H 2.26099 0.88666 -0.16951 1.0 -0.3 0.4
C -0.49225 1.32213 -1.98895 0.5 0.3 0.8
C -0.84621 -0.58193 0.42596 -0.5 0.0 0.5
N 0.88752 1.37284 -1.51090 -0.3 0.4 -0.6
H -0.57595 2.01254 -2.81539 -0.1 -0.2 -0.4
H -0.52828 -2.44539 1.57609 0.4 -0.6 -0.1
C 0.98487 -0.80444 1.43250 -0.3 -0.3 0.0
C 1.26931 0.73228 -0.50789 -1.0 -0.1 0.4
H -0.86057 -1.10540 2.63367 0.2 0.2 -0.3
H -1.15449 -1.15478 -0.44431 -0.1 -0.1 0.1
H -0.74624 0.29946 -2.24645 -0.4 0.0 -0.3
S 2.43069 -0.92794 2.14517 0.0 0.0 0.0
H -1.58361 0.18176 0.67377 0.1 0.1 -0.3
```
Forces are in eV/Å.

## Properties
Energy above the lowest of the compared OMol25 structures with the same formula, charge and spin (eV): 1.645
Maximum force (eV/Å): 1.094
SMILES: C/N=C\N1CCC1=S
Highest occupied orbital energy (eV): -8.7

---

The following is a quantum chemistry calculation of C6H10 in the gas phase, from the Open Molecules 2025 dataset.

XYZ file:
```
16
Properties=species:S:1:pos:R:3:forces:R:3
H -1.39037 1.90067 1.36741 0.1 -0.1 0.0
C -1.32741 -0.03634 0.21053 -0.1 -0.1 -0.1
H 1.66566 0.07239 -1.82818 -0.2 -0.1 0.0
C 0.75369 -0.47996 -1.60238 0.0 0.1 -0.2
H 1.76939 -1.62350 0.06176 -0.1 0.1 -0.1
C 0.54274 1.04228 0.59120 0.2 0.0 0.0
H 0.16938 -2.30934 -0.50227 0.2 0.1 0.0
C 0.12021 -0.13032 -0.29138 0.1 0.0 0.0
C 0.82507 -1.44111 -0.44486 0.1 -0.2 0.2
H -1.72083 -0.98184 0.60052 0.0 0.2 -0.1
H -2.05858 0.38471 -0.48755 0.2 0.0 0.0
H 0.65798 1.96551 0.00970 0.0 -0.2 0.1
H -0.77378 0.51353 2.29053 0.0 0.0 -0.2
H 0.16516 -0.73927 -2.47855 0.0 0.0 0.2
H 1.43614 0.90084 1.20910 -0.2 0.0 0.0
C -0.83445 0.96175 1.29442 -0.1 0.1 0.1
```
Forces are in eV/Å.

## Properties
Energy above the lowest of the compared OMol25 structures with the same formula, charge and spin (eV): 1.355
Maximum force (eV/Å): 0.240
SMILES: C1CC2(C1)CC2
Highest occupied orbital energy (eV): -9.8

---

- What is the formula in the sixth record?
  C5H8N2S

---

- What is the formula in the first record?
  C17H33ClN2O6

---

- Among the records above, which one has the highest maximum force?
  C2H10NO3

---

- The lowest highest occupied orbital energy belongs to which entry?
  C3H8N2O3PS